Entry 1:
{
  "formula": "C17H26N2S",
  "method": "ωB97M-V/def2-TZVPD",
  "total_energy_ha": -1171.1057,
  "lumo_energy_ev": 0.7,
  "total_charge": 0,
  "gap_ev": 8.50,
  "elements": ["C", "C", "C", "C", "N", "C", "S", "N", "C", "C", "C", "C", "C", "C", "C", "C", "C", "C", "C", "C", "H", "H", "H", "H", "H", "H", "H", "H", "H", "H", "H", "H", "H", "H", "H", "H", "H", "H", "H", "H", "H", "H", "H", "H", "H", "H"],
  "xyz": [[5.2403, -2.5246, 2.9387], [3.8107, -2.5743, 2.4160], [3.7526, -3.0975, 0.9826], [2.3187, -3.2059, 0.4600], [1.6630, -1.9222, 0.3783], [0.7661, -1.4753, 1.2892], [0.1365, -2.5111, 2.4256], [0.4049, -0.1647, 1.2506], [-0.6873, 0.2992, 2.0845], [-2.0020, 0.2721, 1.3061], [-1.8949, 1.1314, 0.0452], [-3.1854, 1.0532, -0.7853], [-3.1478, 1.9993, -1.9508], [-2.8796, 1.5462, -3.2358], [-2.8149, 2.4304, -4.2986], [-3.0161, 3.7836, -4.0894], [-3.2857, 4.2465, -2.8124], [-3.3506, 3.3601, -1.7530], [-0.6810, 0.6806, -0.7698], [0.5761, 0.7043, 0.1037], [5.2600, -2.1471, 3.9579], [5.8540, -1.8729, 2.3192], [5.6833, -3.5181, 2.9321], [3.3746, -1.5734, 2.4590], [3.2073, -3.2198, 3.0561], [4.3313, -2.4385, 0.3278], [4.2062, -4.0893, 0.9393], [2.3209, -3.6506, -0.5411], [1.7228, -3.8333, 1.1256], [2.1500, -1.2434, -0.1867], [-0.7501, -0.3438, 2.9626], [-0.4549, 1.3200, 2.4039], [-2.8090, 0.6326, 1.9451], [-2.2220, -0.7619, 1.0322], [-1.7393, 2.1752, 0.3441], [-3.3218, 0.0291, -1.1380], [-4.0292, 1.3041, -0.1384], [-2.7248, 0.4901, -3.4067], [-2.6080, 2.0617, -5.2928], [-2.9667, 4.4745, -4.9180], [-3.4483, 5.3010, -2.6429], [-3.5675, 3.7258, -0.7590], [-0.5423, 1.3340, -1.6329], [-0.8411, -0.3382, -1.1310], [1.4512, 0.4322, -0.4871], [0.7395, 1.7189, 0.4842]],
  "forces_ev_per_a": [[-0.2, 0.0, 0.0], [0.2, -0.1, -0.1], [-0.4, 0.1, 0.2], [0.3, -0.5, -0.2], [0.1, 0.6, -0.2], [0.1, 0.0, 0.0], [-0.4, -0.5, 0.5], [0.2, -0.1, 0.0], [-0.4, -0.1, 0.4], [0.3, 0.3, 0.0], [-0.2, -0.4, -0.1], [0.2, 0.2, 0.1], [-0.1, -0.1, 0.0], [0.0, 0.0, 0.0], [0.0, 0.0, -0.1], [0.0, 0.1, -0.1], [0.0, 0.1, 0.0], [0.0, 0.0, 0.0], [0.1, 0.3, 0.2], [0.1, 0.0, -0.4], [0.1, 0.0, 0.1], [0.1, 0.1, 0.0], [0.1, -0.1, 0.0], [-0.1, 0.0, 0.0], [-0.1, 0.1, 0.0], [0.1, 0.0, -0.1], [0.1, 0.0, -0.1], [0.0, 0.0, 0.1], [0.1, 0.1, -0.2], [-0.1, 0.0, 0.1], [0.1, 0.2, -0.1], [0.0, 0.0, 0.0], [-0.1, 0.0, 0.0], [0.0, -0.1, 0.0], [0.0, 0.0, 0.0], [0.0, -0.1, 0.0], [0.0, -0.1, 0.0], [0.0, -0.1, 0.0], [0.0, 0.0, -0.1], [0.0, 0.1, -0.1], [0.0, 0.1, 0.0], [0.0, 0.0, 0.1], [0.0, 0.0, -0.1], [0.0, -0.1, -0.1], [0.0, 0.1, 0.1], [0.1, -0.1, -0.1]]
}

Entry 2:
{
  "formula": "C33H45FeN5O",
  "method": "ωB97M-V/def2-TZVPD",
  "total_energy_ha": -2896.9449,
  "lumo_energy_ev": [2.5, 2.5],
  "total_charge": -1,
  "s2": 8.814,
  "gap_ev": [2.15, 6.42],
  "multiplicity": 6,
  "elements": ["Fe", "N", "N", "C", "C", "C", "C", "H", "H", "H", "C", "C", "H", "H", "H", "C", "C", "H", "H", "H", "C", "H", "H", "H", "C", "H", "H", "H", "C", "H", "C", "H", "C", "H", "C", "H", "C", "C", "H", "C", "C", "H", "C", "H", "N", "C", "C", "C", "H", "C", "C", "H", "H", "H", "C", "H", "C", "C", "H", "H", "H", "C", "H", "H", "H", "C", "N", "C", "C", "O", "N", "C", "C", "H", "H", "H", "H", "H", "H", "H", "H", "H", "H", "H", "H"],
  "xyz": [[-0.2123, -0.2258, 0.8639], [3.6325, 0.8178, 1.3732], [-0.1985, 1.8096, 1.0629], [-1.7879, -1.4594, 1.0542], [-1.1490, -1.1463, 2.3214], [0.2334, -1.6020, 2.2314], [1.2723, -1.5949, 3.3130], [0.8780, -1.1231, 4.2216], [2.1624, -1.0293, 2.9834], [1.5934, -2.6209, 3.5420], [0.4082, -2.2294, 0.9459], [1.4809, -3.2067, 0.6295], [1.2040, -4.2093, 1.0034], [2.4198, -2.9243, 1.1171], [1.6419, -3.2854, -0.4512], [-0.7856, -2.0186, 0.1687], [-1.0153, -2.5755, -1.2049], [-0.1122, -2.4415, -1.8180], [-1.8534, -2.0725, -1.7049], [-1.2367, -3.6540, -1.1601], [-1.8201, -0.6231, 3.5509], [-2.1414, -1.4469, 4.2105], [-2.7088, -0.0306, 3.2918], [-1.1359, 0.0176, 4.1247], [-3.2607, -1.4509, 0.7966], [-3.4668, -1.5046, -0.2793], [-3.7212, -0.5318, 1.1814], [-3.7538, -2.3116, 1.2820], [4.7790, 1.3171, 0.9306], [5.6587, 0.9482, 1.4879], [4.8514, 2.2010, -0.1455], [5.8459, 2.5190, -0.4222], [3.6853, 2.6212, -0.7775], [3.7415, 3.3202, -1.6250], [2.4548, 2.1609, -0.2752], [1.4990, 2.4831, -0.7261], [2.5035, 1.2525, 0.8124], [1.3151, 0.6807, 1.5191], [1.3338, 0.9028, 2.6031], [-1.1977, 1.2496, 0.3803], [-0.5558, 3.0366, 1.4864], [0.1255, 3.6701, 2.0248], [-1.8544, 3.2672, 1.0842], [-2.4856, 4.1540, 1.2093], [-2.2577, 2.1400, 0.4195], [-3.5629, 1.8278, 0.0183], [-4.6261, 1.9920, 0.9225], [-5.8997, 1.5579, 0.5183], [-6.7362, 1.6690, 1.2130], [-6.1019, 0.9687, -0.7280], [-7.4828, 0.5286, -1.1316], [-7.4355, -0.3377, -1.8099], [-8.0210, 1.3343, -1.6613], [-8.0823, 0.2549, -0.2496], [-5.0330, 0.8159, -1.6085], [-5.1871, 0.3593, -2.5891], [-3.7400, 1.2300, -1.2428], [-2.5664, 1.0345, -2.1380], [-2.0519, 1.9802, -2.3582], [-2.8934, 0.5897, -3.0808], [-1.8269, 0.3599, -1.6688], [-4.4151, 2.4988, 2.3137], [-4.1232, 3.5536, 2.3373], [-3.6648, 1.9143, 2.8658], [-5.3508, 2.4065, 2.8609], [2.0171, -0.0418, -3.1390], [3.3484, -0.5407, -2.8793], [4.3327, -0.4097, -3.9310], [3.5133, -1.0226, -1.6140], [2.4709, -1.0603, -0.9006], [4.7131, -1.4062, -1.0825], [5.9448, -1.5781, -1.8221], [4.7183, -1.9007, 0.2847], [1.9538, 0.2804, -4.1821], [1.7883, 0.8108, -2.4807], [1.2694, -0.8232, -2.9456], [5.1348, 0.2949, -3.6636], [4.7580, -1.3874, -4.1981], [3.8098, -0.0147, -4.8078], [6.3490, -0.6127, -2.1587], [6.6685, -2.0291, -1.1353], [5.8114, -2.2571, -2.6770], [3.9549, -1.3951, 0.8808], [4.5290, -2.9870, 0.3062], [5.7058, -1.7085, 0.7258]],
  "forces_ev_per_a": [[1.9, 1.6, -2.8], [-1.9, -1.2, 1.6], [0.9, 0.4, -0.1], [0.2, -1.9, 0.9], [0.0, -2.0, 0.4], [-1.2, -3.0, 0.6], [0.1, 0.1, -0.2], [0.2, -0.1, -0.1], [-0.2, -0.2, 0.2], [-0.1, 0.2, 0.1], [-1.2, -0.9, 1.2], [0.5, 0.0, -0.2], [-0.1, 0.3, 0.0], [-0.2, -0.1, -0.3], [0.1, 0.0, 0.3], [-0.6, -1.9, 0.8], [0.1, -0.1, 0.0], [-0.3, 0.0, 0.1], [0.2, -0.1, 0.0], [0.0, 0.2, -0.1], [0.0, 0.1, 0.1], [0.0, 0.2, -0.1], [0.2, -0.1, 0.1], [-0.2, -0.1, -0.1], [0.0, 0.4, -0.1], [-0.1, 0.0, 0.2], [-0.1, -0.2, -0.1], [0.2, 0.2, -0.1], [2.1, 0.9, -1.0], [-0.1, 0.4, -0.5], [0.6, -0.9, 1.2], [0.1, 0.3, -0.3], [1.0, 0.9, -1.5], [-0.1, -0.3, 0.4], [-1.5, -1.2, 1.4], [0.6, -0.3, 0.5], [-1.2, 1.6, -1.0], [1.3, 2.8, 0.2], [0.1, 0.1, -0.5], [-2.1, 2.4, -1.1], [-0.9, 1.3, 0.3], [0.0, 0.1, 0.0], [0.9, 1.1, 0.8], [0.5, -0.6, -0.1], [1.1, -0.2, 0.2], [-0.8, -0.5, -0.3], [-0.2, -0.4, -0.7], [0.6, 0.2, 0.0], [0.2, -0.1, -0.2], [-0.2, 0.1, 0.0], [-0.4, -0.1, -0.1], [-0.1, 0.3, 0.2], [0.2, -0.3, 0.2], [0.2, 0.0, -0.3], [0.7, 0.3, 0.4], [0.0, 0.1, 0.3], [-0.8, 0.3, 0.4], [0.3, -0.5, -0.5], [-0.1, -0.2, 0.1], [0.0, 0.1, 0.0], [-0.3, 0.4, -0.3], [-0.2, 0.1, 0.4], [0.0, -0.3, 0.1], [0.0, 0.2, -0.3], [-0.1, 0.0, 0.1], [-0.6, 0.3, 0.1], [0.4, -0.2, -0.5], [0.2, 0.0, 0.0], [-2.2, 0.3, 1.9], [1.9, -0.3, -1.1], [0.1, -0.1, -0.2], [0.1, 0.1, 0.0], [-0.1, -0.3, 0.2], [0.0, -0.1, 0.1], [0.0, -0.3, -0.2], [0.1, 0.3, -0.1], [-0.2, -0.2, -0.2], [0.0, 0.4, -0.1], [0.3, -0.1, 0.1], [0.0, -0.3, 0.0], [-0.1, 0.1, -0.3], [0.2, 0.2, 0.2], [0.2, 0.1, -0.2], [0.1, 0.1, 0.0], [-0.3, 0.1, -0.1]]
}

The calculation returns the following relative energy (zero: lowest compared OMol25 entry of this formula, charge and spin) values, one per record and in order: 11.6, 65.8 kcal per mole.